Record 1
DFT (wB97M-V/def2-TZVPD) results for a cluster of 6 separate species, C21H49BClO9S6 in total.

Element x y z (Å)
C1 4.74610 -3.23775 0.47531
C2 4.15626 -2.29018 0.02624
C3 3.36513 -1.10132 -0.39999
C4 4.27467 0.12641 -0.46007
C5 3.53574 1.44263 -0.80040
B1 2.18113 1.68677 0.06358
O1 2.42053 1.70389 1.51741
C6 1.08649 1.85690 1.98836
C7 0.56075 2.97914 0.98955
C8 -0.95774 2.71180 0.77971
C9 -1.24821 1.80681 -0.43078
C10 -1.75092 0.40975 -0.01734
C11 -2.16738 -0.47640 -1.20838
S1 -3.55084 -1.59582 -0.86318
O2 -3.57428 -2.62598 -1.85404
O3 -4.82023 -0.94245 -0.76170
Cl1 -3.20256 -2.52503 0.95382
O4 1.38443 2.92454 -0.13753
H1 5.03255 -4.17727 0.87228
H2 2.56207 -1.01962 0.32931
H3 2.98220 -1.36625 -1.38776
H4 4.88383 0.26762 0.43418
H5 4.99289 -0.05929 -1.27233
H6 4.23222 2.26644 -0.54460
H7 3.38604 1.53885 -1.88478
H8 1.45759 0.71848 -0.24600
H9 0.67801 0.85699 1.78467
H10 1.09034 2.17460 3.03606
H11 0.63336 3.98636 1.42775
H12 -1.38348 2.24097 1.67528
H13 -1.47807 3.65795 0.61238
H14 -0.40010 1.73433 -1.11348
H15 -2.05759 2.26826 -1.00361
H16 -0.95179 -0.10226 0.52778
H17 -2.59395 0.48700 0.68003
H18 -2.40167 0.09476 -2.11002
H19 -1.35188 -1.15090 -1.48353
C12 6.25077 -7.91778 -1.73350
S2 5.42831 -6.47084 -1.04303
O5 6.23634 -6.02870 0.12440
C13 3.99276 -7.33441 -0.39848
H20 7.20049 -7.59767 -2.15818
H21 6.43147 -8.65223 -0.94758
H22 5.62840 -8.34833 -2.51848
H23 4.30783 -8.10307 0.31063
H24 3.43359 -7.78528 -1.21910
H25 3.37134 -6.58719 0.09750
C14 -5.13097 4.44637 -1.40790
S3 -3.68728 4.62546 -2.45320
O6 -2.50884 4.44604 -1.57235
C15 -3.88607 6.39118 -2.75304
H26 -5.17546 3.41493 -1.07343
H27 -5.05114 5.10984 -0.54378
H28 -6.02629 4.67889 -1.97996
H29 -3.89134 6.92927 -1.80432
H30 -4.81833 6.56407 -3.29188
H31 -3.04764 6.72886 -3.35928
C16 0.23910 -3.39825 0.99734
S4 1.26400 -4.86904 1.11993
O7 2.03801 -4.97111 -0.14206
C17 -0.09223 -6.05014 1.00591
H32 0.89474 -2.52835 1.00766
H33 -0.32674 -3.41962 0.06512
H34 -0.43804 -3.35382 1.85069
H35 -0.63822 -5.89653 0.07448
H36 -0.75801 -5.92197 1.85988
H37 0.32876 -7.05416 1.02144
C18 5.39657 3.66870 5.62368
S5 3.97952 4.61989 5.04916
O8 2.83900 4.29906 5.95232
C19 3.74334 3.69897 3.52687
H38 5.69460 4.05536 6.59701
H39 5.12164 2.61771 5.71637
H40 6.22053 3.78349 4.91916
H41 3.57844 2.64526 3.74765
H42 4.62177 3.81599 2.89246
H43 2.87273 4.09891 3.01176
C20 -8.81967 2.35053 -2.04852
S6 -7.18307 1.60243 -2.13013
O9 -6.34425 2.45897 -3.00667
C21 -7.68020 0.17744 -3.10421
H44 -8.73594 3.29168 -1.50787
H45 -9.19159 2.54018 -3.05621
H46 -9.49701 1.68415 -1.51416
H47 -8.12512 0.51050 -4.04257
H48 -8.39429 -0.41885 -2.53605
H49 -6.79235 -0.41759 -3.30901

E_LUMO	1.71	eV
E	-119205.48343	eV
Kohn-Sham gap	6.09	eV
highest occupied orbital energy	-0.1609	Ha
2S+1	1
ΔE to the lowest compared entry with this formula, charge and spin	0.0	kJ/mol
charge	-1

Atomic partial charges in e from the Löwdin method, atoms 1 to 4: atom 1 (C): 0.078, atom 2 (C): -0.141, atom 3 (C): -0.222, atom 4 (C): -0.231

---

Record 2
DFT (wB97M-V/def2-TZVPD) results for a cluster of 5 separate species, C21H49F3N3O8 in total.

Element x y z (Å)
N1 -4.33509 0.77816 1.57623
C1 -3.48237 1.90980 0.96474
N2 -3.56422 3.28140 1.60564
N3 -2.63315 1.72236 -0.11099
C2 -1.15566 2.04002 0.00675
C3 -0.16384 0.73455 0.00164
C4 0.18785 0.27279 1.53532
F1 1.31850 0.92742 2.24669
C5 -0.68935 -0.79459 2.13564
F2 -1.36541 -0.51298 3.42925
F3 -0.87805 -2.07453 1.37188
H1 -5.22725 0.67419 1.03493
H2 -4.54306 1.04974 2.56792
H3 -2.72113 3.86776 1.41750
H4 -4.45580 3.77867 1.38541
H5 -3.04324 1.39192 -1.02263
H6 -0.99556 2.58879 1.03651
H7 -0.87515 2.71228 -0.92843
H8 0.85653 1.06517 -0.49831
H9 -0.59014 -0.16303 -0.61739
C6 -3.32694 -4.92887 0.46854
O1 -4.63610 -4.84073 1.02158
C7 -4.95121 -5.96124 1.85541
C8 -4.77647 -5.62024 3.33847
O2 -3.40583 -5.36308 3.65970
C9 -3.11997 -3.96937 3.72553
H10 -3.04550 -3.93990 0.09551
H11 -2.58623 -5.24380 1.20843
H12 -3.33012 -5.63242 -0.36908
H13 -4.34923 -6.83457 1.57603
H14 -6.00006 -6.20748 1.67344
H15 -5.08624 -6.48593 3.93503
H16 -5.40981 -4.77396 3.62696
H17 -3.47906 -3.56548 4.67647
H18 -3.57029 -3.41433 2.89743
H19 -2.03470 -3.84114 3.67664
C10 0.15198 -1.46750 -4.13137
O3 1.00118 -1.13531 -3.03774
C11 1.22817 -2.24913 -2.16712
C12 2.58074 -2.91087 -2.44809
O4 2.61058 -3.51322 -3.74588
C13 3.27240 -2.69443 -4.70506
H20 0.25218 -0.68774 -4.89186
H21 0.41605 -2.42764 -4.58270
H22 -0.88757 -1.49576 -3.79206
H23 0.40883 -2.97444 -2.24286
H24 1.23414 -1.85852 -1.14671
H25 2.73410 -3.71563 -1.72000
H26 3.40270 -2.19583 -2.33128
H27 4.35518 -2.78039 -4.57643
H28 2.97581 -1.64429 -4.62871
H29 3.00722 -3.05582 -5.70293
C14 1.76019 3.14737 -6.66741
O5 2.60939 3.47956 -5.57378
C15 2.83639 2.36575 -4.70316
C16 4.18895 1.70401 -4.98413
O6 4.21879 1.10165 -6.28192
C17 4.88061 1.92044 -7.24111
H30 1.86039 3.92714 -7.42791
H31 2.02426 2.18724 -7.11874
H32 0.72064 3.11912 -6.32810
H33 2.01705 1.64043 -4.77891
H34 2.84235 2.75635 -3.68275
H35 4.34231 0.89925 -4.25605
H36 5.01091 2.41904 -4.86732
H37 5.96339 1.83449 -7.11248
H38 4.58402 2.97059 -7.16475
H39 4.61543 1.55905 -8.23897
C18 1.75758 3.55677 4.15653
O7 0.44842 3.64491 4.70957
C19 0.13332 2.52441 5.54340
C20 0.30805 2.86540 7.02646
O8 1.67870 3.12256 7.34769
C21 1.96455 4.51627 7.41352
H40 2.03902 4.54574 3.78350
H41 2.49829 3.24184 4.89641
H42 1.75440 2.85322 3.31891
H43 0.73529 1.65107 5.26402
H44 -0.91554 2.27816 5.36143
H45 -0.00172 1.99971 7.62302
H46 -0.32529 3.71168 7.31495
H47 1.60546 4.92016 8.36446
H48 1.51423 5.07131 6.58542
H49 3.04983 4.64450 7.36463

E_LUMO	-5.76	eV
E	-51554.92060	eV
Kohn-Sham gap	5.16	eV
highest occupied orbital energy	-0.4013	Ha
2S+1	1
ΔE to the lowest compared entry with this formula, charge and spin	415.6	kJ/mol
charge	+1

Atomic partial charges in e from the Löwdin method, atoms 1 to 4: atom 1 (N): 0.137, atom 2 (C): -0.161, atom 3 (N): 0.121, atom 4 (N): 0.024

---

Record 3
DFT (wB97M-V/def2-TZVPD) results for a cluster of 8 separate species, C21H49FN7O19P2 in total.

Element x y z (Å)
C1 2.02404 1.18360 2.18320
C2 1.51327 1.21940 0.94703
P1 -0.26728 1.30568 0.71815
C3 -1.15907 0.80074 2.20912
C4 -1.35932 -0.71223 2.37394
C5 -0.12993 -1.58769 2.07291
C6 -0.55830 -2.88371 1.36379
C7 0.66443 -3.64151 0.82386
C8 1.03877 -3.22284 -0.57483
O1 1.55655 -1.86992 -0.60516
C9 2.60551 -1.68937 -1.49773
C10 2.20795 -1.06857 -2.80195
O2 3.74760 -1.99875 -1.19616
C11 -0.76575 0.43246 -0.77160
C12 -2.25991 0.13707 -0.86662
C13 -2.54052 -1.00955 -1.81885
F1 -2.88510 1.29209 -1.34191
C14 -0.70094 3.07131 0.44411
P2 0.46431 4.01062 -0.59699
O3 -0.18394 5.18747 -1.16656
O4 1.03751 3.06189 -1.75062
O5 1.73637 4.41065 0.28791
H1 3.05831 0.93292 2.36417
H2 1.43642 1.37082 3.06975
H3 2.14789 1.22564 0.07508
H4 -2.13554 1.28206 2.15310
H5 -0.65623 1.25851 3.05558
H6 -1.64214 -0.86728 3.41162
H7 -2.19719 -1.07572 1.79144
H8 0.36311 -1.88950 2.99049
H9 0.57802 -1.10517 1.41157
H10 -1.20448 -2.65121 0.51631
H11 -1.10593 -3.51038 2.06090
H12 0.48837 -4.71078 0.78592
H13 1.48954 -3.47939 1.51397
H14 0.16092 -3.27371 -1.22214
H15 1.79247 -3.89027 -0.98527
H16 3.09166 -0.92230 -3.40726
H17 1.71659 -0.10938 -2.65707
H18 1.51777 -1.72558 -3.32567
H19 -0.15184 -0.44495 -0.94479
H20 -0.54330 1.11262 -1.59503
H21 -2.71649 -0.07145 0.09575
H22 -3.51877 -1.42971 -1.61604
H23 -2.58004 -0.60691 -2.82592
H24 -1.80458 -1.79883 -1.73711
H25 -0.68444 3.56389 1.41443
H26 -1.69083 3.13626 0.00651
H27 1.96829 2.84193 -1.63127
H28 1.73673 4.00466 1.16073
C15 2.66045 6.35073 -2.78802
N1 3.88326 6.08949 -3.59399
O6 4.64770 5.23467 -3.18847
O7 4.03193 6.74002 -4.59834
H29 2.67819 5.69129 -1.93069
H30 2.67858 7.39165 -2.48180
H31 1.80031 6.15028 -3.41875
C16 4.32574 3.15087 5.36048
N2 3.50862 1.92628 5.15603
O8 4.00708 1.00670 4.54232
O9 2.37522 1.92742 5.59076
H32 5.28909 2.99547 4.89923
H33 3.79862 3.97343 4.89167
H34 4.42036 3.31172 6.43043
C17 -4.68729 3.06628 -3.66952
N3 -5.80668 2.20030 -4.13049
O10 -5.63000 1.54115 -5.13514
O11 -6.81564 2.20881 -3.46864
H35 -3.85944 2.94943 -4.35812
H36 -5.04640 4.09056 -3.65741
H37 -4.41879 2.73871 -2.67062
C18 -5.10959 -1.92672 -5.87926
N4 -3.95182 -2.33681 -5.04026
O12 -2.84384 -2.28821 -5.52407
O13 -4.19327 -2.69121 -3.90386
H38 -4.74146 -1.63577 -6.85498
H39 -5.78143 -2.77653 -5.94716
H40 -5.58847 -1.09204 -5.37457
C19 -2.49136 -6.62697 -0.74116
N5 -2.04674 -6.25284 0.62944
O14 -0.96126 -6.64568 1.00611
O15 -2.80230 -5.57370 1.28844
H41 -1.71639 -7.22882 -1.19954
H42 -3.41717 -7.18468 -0.63952
H43 -2.65777 -5.70553 -1.29141
C20 -1.73487 -7.19054 4.10548
N6 -2.51758 -7.92212 5.13905
O16 -3.44450 -8.60452 4.76401
O17 -2.16952 -7.77902 6.28921
H44 -2.15785 -7.40923 3.13712
H45 -1.80661 -6.13209 4.33335
H46 -0.70709 -7.53289 4.17253
C21 6.67143 5.79080 1.74681
N7 5.89011 5.03249 2.76165
O18 4.98398 4.32094 2.37113
O19 6.20690 5.17544 3.92075
H47 6.27281 5.56219 0.76608
H48 6.56735 6.84535 1.98218
H49 7.70687 5.47777 1.83672

E_LUMO	-3.22	eV
E	-93176.86741	eV
Kohn-Sham gap	9.17	eV
highest occupied orbital energy	-0.4552	Ha
2S+1	1
charge	+1

Atomic partial charges in e from the Löwdin method, atoms 1 to 4: atom 1 (C): 0.041, atom 2 (C): -0.241, atom 3 (P): 1.000, atom 4 (C): -0.244

---

Record 4
DFT (wB97M-V/def2-TZVPD) results for a structure of composition C21H52N12V.

Element x y z (Å)
V1 0.02533 0.11627 0.13022
C1 3.04150 -1.30260 -2.22273
N1 3.63900 -1.20151 -0.88603
C2 5.08678 -1.52007 -0.86552
C3 2.96989 -0.76604 0.16547
N2 1.86985 0.10580 -0.04962
C4 2.25619 1.42615 -0.64727
C5 1.31880 1.76857 -1.80758
N3 -0.07255 1.28213 -1.50932
C6 -0.66466 0.43497 -2.59071
C7 -1.64404 -0.53576 -1.96238
N4 -0.98487 -1.25281 -0.83358
C8 -1.29085 -2.60721 -0.71004
N5 -0.59154 -3.33800 0.16920
C9 -1.11370 -4.60574 0.72316
C10 0.71122 -2.93336 0.63870
N6 -2.20083 -3.22032 -1.46688
C11 -3.56646 -2.74101 -1.74672
C12 -1.95705 -4.57227 -2.01128
C13 -1.00931 2.36879 -1.08440
C14 -0.58365 2.89048 0.27215
N7 -0.20414 1.75111 1.14583
C15 -0.20955 1.99635 2.50098
N8 -0.21956 3.24346 2.97855
C16 -1.03564 3.64120 4.14536
C17 0.62245 4.33110 2.45443
N9 -0.20004 0.96773 3.36560
C18 -0.61119 -0.39175 3.07440
C19 0.27462 1.12850 4.75554
N10 3.29137 -1.05735 1.41985
C20 3.08259 -0.11412 2.52574
C21 4.07421 -2.25069 1.79778
H1 3.31926 -2.26636 -2.64856
H2 3.43455 -0.51930 -2.87231
H3 1.95839 -1.24338 -2.15921
H4 5.52470 -1.05498 -1.74735
H5 5.25367 -2.59450 -0.91521
H6 5.55458 -1.09836 0.01690
H7 3.28341 1.36679 -1.00786
H8 2.22564 2.18363 0.13770
H9 1.64273 1.27770 -2.72137
H10 1.30368 2.84206 -1.99623
H11 0.14682 -0.11288 -3.06546
H12 -1.13967 1.07146 -3.34022
H13 -1.96168 -1.22846 -2.73535
H14 -2.53920 -0.02700 -1.60439
H15 -2.18739 -4.65123 0.57370
H16 -0.91192 -4.61251 1.79259
H17 -0.63965 -5.47211 0.26580
H18 0.68761 -1.98671 1.19685
H19 1.43144 -2.86383 -0.17769
H20 1.06848 -3.66846 1.35601
H21 -3.77246 -1.83280 -1.19916
H22 -4.25580 -3.50838 -1.39297
H23 -3.71794 -2.61355 -2.81845
H24 -0.91447 -4.84975 -1.89588
H25 -2.18980 -4.53268 -3.07465
H26 -2.59958 -5.31383 -1.53920
H27 -2.00756 1.93791 -1.04489
H28 -1.00866 3.16154 -1.83489
H29 -1.39897 3.46481 0.71389
H30 0.25794 3.57145 0.14819
H31 -1.75502 2.86460 4.38793
H32 -1.58099 4.54095 3.86260
H33 -0.41465 3.86553 5.01101
H34 1.41074 3.93632 1.81758
H35 1.09905 4.81206 3.30810
H36 0.03484 5.07903 1.92280
H37 -1.52064 -0.65362 3.62103
H38 0.17689 -1.08563 3.36844
H39 -0.85631 -0.55042 2.01832
H40 0.91624 2.00034 4.82724
H41 0.85235 0.24284 5.01604
H42 -0.55275 1.21743 5.45774
H43 2.37567 0.66170 2.24620
H44 4.03485 0.34547 2.79430
H45 2.71209 -0.66284 3.39062
H46 4.04591 -2.98692 1.00149
H47 3.61233 -2.66824 2.69163
H48 5.10634 -1.99509 2.03312
N11 -3.52381 -1.04124 1.03065
N12 -2.99236 0.30236 1.05339
H49 -4.52657 -1.02876 1.20969
H50 -3.11781 -1.54544 1.81171
H51 -3.29091 0.78102 1.90426
H52 -3.48270 0.79667 0.31340

E_LUMO (spin up / spin down)	-14.18 / -13.14	eV
E	-66149.88079	eV
Kohn-Sham gap (spin up / spin down)	6.07 / 7.18	eV
⟨S²⟩	0.811
highest occupied orbital energy (spin up / spin down)	-0.7439 / -0.7467	Ha
2S+1	2
charge	+4

Atomic partial charges in e from the Löwdin method, atoms 1 to 4: atom 1 (V): 1.098, atom 2 (C): 0.010, atom 3 (N): -0.091, atom 4 (C): 0.031

---

Record 5
DFT (wB97M-V/def2-TZVPD) results for a cluster of 4 separate species, C21H53BN6O3P in total.

Element x y z (Å)
N1 0.25012 0.55999 -3.33073
P1 -1.08060 1.13400 -4.07847
B1 -2.65720 0.50427 -3.12207
O1 -3.22141 1.71007 -2.45693
C1 -4.50801 1.98688 -2.94550
N2 -4.41589 3.39961 -3.45750
C2 -4.83821 1.00791 -4.15215
N3 -5.86222 -0.05635 -4.02359
C3 -6.72382 0.16537 -3.16100
O2 -7.35868 0.29490 -2.16662
O3 -3.63594 0.22291 -4.19647
H1 -0.07541 0.03051 -2.51624
H2 -1.06444 2.57501 -4.16269
H3 -1.10658 0.54960 -5.39891
H4 -2.46673 -0.33037 -2.28336
H5 -5.22066 2.10077 -2.08761
H6 -3.94847 3.97329 -2.76075
H7 -5.35710 3.76595 -3.63115
H8 -4.75975 1.60936 -5.08808
C4 3.44968 1.11225 -2.29407
C5 3.32458 0.49702 -0.90859
N4 3.79510 -0.88055 -0.83490
C6 3.42345 -1.54846 0.40385
C7 4.01630 -1.01329 1.70995
C8 5.15658 -1.11559 -1.28490
C9 6.28349 -0.34636 -0.58937
H9 2.93201 0.50927 -3.04089
H10 2.99705 2.10514 -2.29614
H11 4.49487 1.23227 -2.59718
H12 2.26397 0.51697 -0.64347
H13 3.84403 1.14362 -0.18400
H14 3.66138 -2.61466 0.32096
H15 2.33265 -1.51122 0.48864
H16 5.06401 -1.29290 1.82485
H17 3.47969 -1.44673 2.55946
H18 3.92964 0.07117 1.79263
H19 5.20416 -0.89065 -2.35467
H20 5.37411 -2.18755 -1.22874
H21 6.03934 0.70641 -0.43549
H22 7.18632 -0.38146 -1.20660
H23 6.54082 -0.78772 0.37420
C10 11.19341 3.10416 3.46666
C11 9.73547 2.69901 3.29288
N5 9.50966 1.81021 2.16412
C12 8.09757 1.64583 1.83494
C13 7.20066 0.96673 2.87140
C14 10.30021 0.58870 2.14245
C15 10.18089 -0.36200 3.33656
H24 11.58806 3.55740 2.55519
H25 11.27673 3.83938 4.27058
H26 11.82501 2.25612 3.73896
H27 9.16148 3.61616 3.13208
H28 9.37455 2.26270 4.23540
H29 8.01098 1.10588 0.88845
H30 7.68285 2.63839 1.62904
H31 7.36247 -0.11070 2.90422
H32 6.15226 1.11881 2.60180
H33 7.33881 1.37477 3.87420
H34 11.35366 0.86722 2.03550
H35 10.07769 0.03376 1.22591
H36 10.19642 0.16348 4.29326
H37 11.02468 -1.05732 3.33642
H38 9.27442 -0.96396 3.28683
C16 -12.95786 -1.19896 0.46288
C17 -11.56354 -1.38947 -0.12024
N6 -10.51796 -1.46771 0.88716
C18 -9.17224 -1.37271 0.32727
C19 -8.71007 -2.49558 -0.60241
C20 -10.69552 -2.48047 1.91636
C21 -10.83030 -3.93883 1.46981
H39 -12.99902 -0.31821 1.10690
H40 -13.67797 -1.05705 -0.34658
H41 -13.28508 -2.06881 1.03637
H42 -11.36103 -0.52857 -0.76350
H43 -11.57035 -2.27489 -0.77202
H44 -8.44970 -1.27227 1.14328
H45 -9.10315 -0.42986 -0.22329
H46 -8.46330 -3.40238 -0.04972
H47 -7.80052 -2.18607 -1.12234
H48 -9.45143 -2.73807 -1.36571
H49 -11.58606 -2.22134 2.49872
H50 -9.87567 -2.40652 2.63738
H51 -11.49360 -4.05381 0.61055
H52 -11.25167 -4.53382 2.28496
H53 -9.86482 -4.37832 1.22309

E_LUMO	2.23	eV
E	-47685.01929	eV
Kohn-Sham gap	6.28	eV
highest occupied orbital energy	-0.1489	Ha
2S+1	1
charge	-1

Atomic partial charges in e from the Löwdin method, atoms 1 to 4: atom 1 (N): -0.393, atom 2 (P): 0.748, atom 3 (B): -0.822, atom 4 (O): -0.088